Below is the molecule C6H5F, with properties calculated with ωB97M-V with the def2-TZVPD basis set.

Output
Multiplicity: 1
Kohn-Sham gap in eV: 9.707
E_HOMO in hartree: -0.33129
Relative energy (zero: lowest compared OMol25 entry of this formula, charge and spin) in kJ/mol: 371.0

Each line ends with the Löwdin charge.
Cartesian coordinates (Å):
1 C 1.51942 0.64249 -0.18482  -0.10
2 C 0.36535 1.56774 -0.20559  -0.09
3 C 1.19955 -0.62143 -0.20742  -0.10
4 C -0.78940 1.08724 0.16765  -0.01
5 C 0.38029 -1.62818 -0.21902  0.01
6 C -1.61207 0.14075 0.53315  -0.17
7 F -2.32922 -0.57110 -0.37445  0.00
8 H 2.51692 1.04338 -0.14174  0.10
9 H 0.53831 2.58845 -0.50119  0.10
10 H 0.13784 -2.18235 -1.10977  0.07
11 H 0.10076 -2.10124 0.71443  0.08
12 H -2.02774 0.03423 1.52877  0.12

---

Below is the molecule C6H5F, with properties calculated with ωB97M-V with the def2-TZVPD basis set.

Output
Multiplicity: 1
Kohn-Sham gap in eV: 8.518
E_HOMO in hartree: -0.31381
SMILES: C#C/C=C(/F)C=C
Relative energy (zero: lowest compared OMol25 entry of this formula, charge and spin) in kJ/mol: 491.5

Each line ends with the Löwdin charge.
Cartesian coordinates (Å):
1 C 1.13163 -0.69748 0.03007  -0.28
2 C 1.37926 0.82622 -0.17766  -0.03
3 C 0.40550 1.82301 0.07511  0.07
4 C -0.01902 -1.40994 0.01186  -0.07
5 C -1.26315 -0.79521 -0.34772  -0.20
6 C -2.40236 -0.44540 -0.03639  0.05
7 H 2.40777 1.15129 -0.13632  0.08
8 H 0.55271 2.78614 -0.17368  0.01
9 H -0.61213 1.48606 0.15782  0.02
10 H -0.22788 -2.56269 0.03014  0.16
11 H -3.53483 -0.65114 0.57390  0.15
12 F 2.18249 -1.51086 -0.00713  0.04

---

Below is the ion C6H5F7N3O2 with charge +1, with properties calculated with ωB97M-V with the def2-TZVPD basis set.

Output
Multiplicity: 1
Kohn-Sham gap in eV: 10.529
Total charge: +1
E_HOMO in hartree: -0.53794
SMILES: OOCc1n[nH]c[n+]1C(F)(F)C(F)(F)C(F)(F)F

Each line ends with the Löwdin charge.
Cartesian coordinates (Å):
1 O 3.27647 -2.26207 1.03246  0.02
2 O 2.57466 -2.18949 -0.20831  -0.11
3 C 1.31865 -1.59903 0.00024  -0.12
4 C 1.41547 -0.13794 -0.36242  -0.15
5 N 2.46004 0.37848 -0.93473  0.21
6 N 2.17506 1.69162 -1.05454  0.12
7 C 1.00049 2.00577 -0.57150  0.04
8 N 0.47349 0.86029 -0.12084  0.16
9 C -0.83630 0.79712 0.53700  -0.41
10 F -0.67580 0.21668 1.72796  0.20
11 F -1.23910 2.06670 0.68781  0.18
12 C -1.89189 0.03365 -0.29658  -0.31
13 F -1.88553 0.57430 -1.52810  0.17
14 F -1.49590 -1.24853 -0.39872  0.16
15 C -3.35940 0.09116 0.30471  -0.57
16 F -3.81012 -1.13610 0.43852  0.22
17 F -3.35476 0.67905 1.48982  0.20
18 F -4.13796 0.76254 -0.51562  0.22
19 H 2.97075 -3.10324 1.40618  0.12
20 H 0.99009 -1.71328 1.03209  0.14
21 H 0.61800 -2.10837 -0.65796  0.14
22 H 2.83286 2.34399 -1.46111  0.20
23 H 0.58075 2.99669 -0.54638  0.18

---

Below is the molecule C6H5FIN, with properties calculated with ωB97M-V with the def2-TZVPD basis set.

Output
Multiplicity: 1
Kohn-Sham gap (alpha / beta) in eV: 7.364 / 7.364
E_HOMO (alpha / beta) in hartree: -0.30821 / -0.30820
SMILES: FN(I)c1ccccc1
Relative energy (zero: lowest compared OMol25 entry of this formula, charge and spin) in kJ/mol: 246.2

Each line ends with the Löwdin charge.
Cartesian coordinates (Å):
1 C 1.80929 0.63625 0.26262  -0.08
2 C 1.48526 -0.77723 0.36906  -0.08
3 C 0.85779 1.51958 -0.19760  -0.07
4 C 0.20131 -1.19900 0.44402  -0.02
5 C -0.39096 0.96241 -0.62786  -0.07
6 C -0.75988 -0.30667 -0.16150  -0.35
7 N -2.06508 -0.65960 -0.51633  -0.44
8 F -2.43029 -1.99680 -0.27341  -0.14
9 I -3.66830 0.55953 0.17628  0.80
10 H 2.84895 0.83378 0.49169  0.10
11 H 2.15611 -1.57833 0.68666  0.11
12 H 1.15290 2.52498 -0.33410  0.09
13 H -0.01368 -2.11970 0.77187  0.07
14 H -1.18343 1.60078 -1.09139  0.09

---

Below is a cluster of 2 separate species, C6H5FO in total, with properties calculated with ωB97M-V with the def2-TZVPD basis set.

Output
Multiplicity: 1
Kohn-Sham gap in eV: 9.860
E_HOMO in hartree: -0.32488
Relative energy (zero: lowest compared OMol25 entry of this formula, charge and spin) in kJ/mol: 326.1

Each line ends with the Löwdin charge.
Cartesian coordinates (Å):
1 C -2.06730 0.18021 -0.78460  -0.07
2 C -0.78854 0.00876 -1.36398  -0.07
3 C -1.87700 0.20335 0.53381  -0.12
4 C 0.08261 -0.04240 -0.35202  -0.09
5 C 2.77617 0.00614 0.71744  0.06
6 C 2.16131 -0.21787 -0.42874  -0.12
7 O -0.55377 0.13812 0.82938  0.00
8 F 2.49165 -0.47875 -1.70112  0.06
9 H -2.98417 0.26032 -1.23519  0.08
10 H -0.66650 -0.06312 -2.37975  0.08
11 H -2.40859 0.24718 1.45604  0.12
12 H 3.77789 -0.01289 0.85002  0.03
13 H 2.14516 0.25783 1.47966  0.03

---

Below is the molecule C6H5N, with properties calculated with ωB97M-V with the def2-TZVPD basis set.

Output
Multiplicity: 1
Kohn-Sham gap in eV: 10.382
E_HOMO in hartree: -0.34260
SMILES: C#C[C@@H]1N[C@@H]1C#C
Relative energy (zero: lowest compared OMol25 entry of this formula, charge and spin) in kJ/mol: 352.6

Each line ends with the Löwdin charge.
Cartesian coordinates (Å):
1 C -0.54752 1.42157 2.12821  0.13
2 C -0.58446 1.09805 0.96793  -0.09
3 C -0.72674 0.83037 -0.44632  -0.29
4 N 0.41866 0.88056 -1.35524  0.07
5 C -0.21336 -0.41512 -1.09757  -0.29
6 C 0.50366 -1.44498 -0.37919  -0.09
7 C 1.13127 -2.34667 0.11482  0.13
8 H -0.52776 1.71154 3.15729  0.03
9 H -1.63090 1.25823 -0.87914  0.14
10 H 1.28149 0.94671 -0.81712  0.11
11 H -0.79546 -0.79102 -1.93707  0.14
12 H 1.69113 -3.14924 0.54339  0.03

---

Below is the ion C6H5N2O2S with charge -1, with properties calculated with ωB97M-V with the def2-TZVPD basis set.

Output
Multiplicity: 1
Kohn-Sham gap in eV: 7.516
Total charge: -1
E_HOMO in hartree: -0.15985
SMILES: CC1=C(C(=O)[O-])SCN1C#N
Relative energy (zero: lowest compared OMol25 entry of this formula, charge and spin) in kJ/mol: 0.0

Each line ends with the Löwdin charge.
Cartesian coordinates (Å):
1 C -1.27934 1.50712 1.32904  -0.35
2 C 0.56826 -0.27338 -1.02160  -0.37
3 C 0.23261 -0.05904 0.21911  -0.31
4 C 1.91798 -0.74680 -1.69818  -0.79
5 C -1.83554 0.49866 -0.73895  -0.42
6 C 0.83184 -0.60602 1.47104  -0.03
7 N -1.38829 2.16893 2.25976  0.12
8 N -0.94744 0.76799 0.32939  -0.15
9 O 2.58109 -1.39244 -0.91648  -0.01
10 O 1.84985 -0.48984 -2.86627  -0.04
11 S -0.65816 0.35052 -2.16599  0.93
12 H -2.20212 -0.50945 -0.56085  0.08
13 H -2.67927 1.19970 -0.98461  0.10
14 H 0.81826 0.18857 2.21354  0.06
15 H 1.81535 -0.95485 1.25200  0.04
16 H 0.37493 -1.64968 1.87906  0.13

---

Below is the ion C6H5N2S with charge +1, with properties calculated with ωB97M-V with the def2-TZVPD basis set.

Output
Multiplicity: 1
Kohn-Sham gap (alpha / beta) in eV: 6.819 / 6.820
Total charge: +1
E_HOMO (alpha / beta) in hartree: -0.46153 / -0.46155
SMILES: C1=CSCC#[N+]/C=C\N=1
Relative energy (zero: lowest compared OMol25 entry of this formula, charge and spin) in kJ/mol: 322.5

Each line ends with the Löwdin charge.
Cartesian coordinates (Å):
1 C 1.63821 -0.50697 1.10133  -0.34
2 C 0.03334 2.03666 -1.03429  -0.01
3 C -1.23497 1.38069 -1.17594  -0.05
4 C 1.05965 0.45633 0.43750  -0.14
5 C -0.80072 -0.67836 -0.01468  -0.02
6 C -0.46443 -2.01890 0.48262  -0.36
7 N 0.87117 1.46210 -0.23069  0.17
8 N -1.33662 0.18281 -0.64439  0.16
9 S 0.63233 -1.74533 1.89517  0.97
10 H 2.64439 -0.33938 1.50051  0.11
11 H 0.11640 3.05510 -1.33724  0.14
12 H -2.23509 1.83645 -1.31893  0.15
13 H -1.13610 -2.89284 0.64336  0.14
14 H 0.21243 -2.22835 -0.30432  0.09

---

Below is a structure of composition C6H5N3O, with properties calculated with ωB97M-V with the def2-TZVPD basis set.

Output
Multiplicity: 1
Kohn-Sham gap in eV: 8.122
E_HOMO in hartree: -0.29953
Relative energy (zero: lowest compared OMol25 entry of this formula, charge and spin) in kJ/mol: 580.9

Each line ends with the Löwdin charge.
Cartesian coordinates (Å):
1 C -0.80183 -0.64849 -0.76169  -0.37
2 C 0.77035 0.72753 -0.34131  -0.39
3 C 1.84177 1.67147 -0.76959  -0.14
4 C 2.59164 2.31614 0.10830  -0.03
5 C -0.65087 -0.51693 0.68822  -0.23
6 C -1.27446 -1.04759 1.63680  -0.24
7 H -1.82673 -1.24183 -2.71312  0.26
8 H -1.78120 -2.47973 -1.33650  0.20
9 H 2.32886 1.81261 -1.76171  0.10
10 H 3.66431 3.23937 -0.35984  0.20
11 H 2.51126 1.82483 1.06640  0.04
12 N -1.59418 -1.34124 -1.46116  0.09
13 N 0.44572 0.41155 0.84405  0.20
14 N -1.88509 -1.74758 2.41434  0.15
15 O 0.18484 0.07162 -1.35503  0.14

---

Below is a cluster of 2 separate species, C6H5N3O4 in total, with properties calculated with ωB97M-V with the def2-TZVPD basis set.

Output
Multiplicity: 1
Kohn-Sham gap in eV: 5.967
Total charge: -2
E_HOMO in hartree: -0.00436
Relative energy (zero: lowest compared OMol25 entry of this formula, charge and spin) in kJ/mol: 182.9

Each line ends with the Löwdin charge.
Cartesian coordinates (Å):
1 C -0.50100 -1.09719 -2.52438  -0.38
2 C -0.44030 -0.45924 -1.30905  -0.09
3 C -1.23953 -0.47549 -0.20756  -0.56
4 C 3.74615 -0.81453 -1.37244  -0.86
5 C -1.54884 1.68318 1.58658  -0.08
6 C -1.29418 0.28491 2.04443  -0.38
7 N -0.46891 -1.59124 -3.59614  0.02
8 N 2.30050 -0.78306 -1.41692  0.01
9 N 1.56914 0.06819 -1.01356  0.14
10 O 4.15391 -1.36206 -0.34099  -0.07
11 O -2.47599 -0.52408 -0.19898  -0.04
12 O 4.27438 -0.44178 -2.40390  -0.05
13 O -0.59997 -0.38132 1.10443  -0.08
14 H -0.59857 2.07617 1.60439  0.04
15 H -1.84644 1.45231 0.59024  0.06
16 H -2.04964 2.37667 2.27021  0.07
17 H -2.28307 -0.08443 2.20868  0.08
18 H -0.69763 0.07297 2.97496  0.13